Computed, not measured: an isolated ion of composition C5H6BrClNO3 and charge -1, with ωB97M-V/def2-TZVPD.

The geometry in XYZ format:
```
17
Properties=species:S:1:pos:R:3:forces:R:3:mulliken_charge:R:1
C 1.3332 -1.5536 -1.1270 0.7 -1.6 -0.1 0.73
C -0.2558 0.9160 0.3659 1.5 -1.3 -0.3 -0.95
C -1.0271 -0.1420 -0.3839 -2.9 -1.3 2.9 -0.55
C 1.2482 0.7573 -0.0114 -2.8 -1.6 -1.9 -0.15
C 1.6124 -0.7446 0.0599 -0.1 2.5 0.5 0.28
N -0.5102 -1.4461 -0.0338 1.5 -0.8 -1.0 -0.40
O 1.0867 -1.2272 -2.2642 -0.6 0.0 -0.1 -0.62
O 1.6735 -2.8351 -0.8369 0.1 -0.9 -1.2 -0.55
O 2.2044 -1.1574 1.0591 0.1 -0.1 -0.3 -0.71
Cl -0.5106 -1.9202 1.6470 -0.7 0.6 -0.3 -0.24
Br 1.4879 1.5409 -1.8323 0.3 0.5 0.6 -0.20
H -0.5304 1.8833 0.2106 -0.9 2.9 -1.2 0.54
H -0.2228 0.9372 1.4512 -0.6 -1.2 0.4 0.34
H -2.1551 -0.2927 -0.1737 1.2 1.2 0.3 0.26
H -1.0863 -0.0484 -1.4531 1.0 0.1 -0.5 0.34
H 1.7115 1.3850 0.6490 2.1 1.1 1.4 0.54
H 2.2904 -2.8005 -0.1073 0.0 0.0 0.9 0.36
```
Positions in Å, forces in eV/Å.

energy above the lowest of the compared OMol25 structures with the same formula, charge and spin = 40.3 kcal/mol
net charge = -1
HOMO-LUMO gap (alpha / beta) = 7.084 / 7.084 eV
multiplicity = 1

***

Computed, not measured: a 2-piece molecular cluster, C2H8NO overall, with ωB97M-V/def2-TZVPD.

The geometry in XYZ format:
```
12
Properties=species:S:1:pos:R:3:forces:R:3:mulliken_charge:R:1
O 0.0508 -0.0028 -3.5282 -0.4 -0.7 0.3 -1.15
H -0.2271 -0.9462 -3.4793 0.3 0.9 0.0 0.15
C 0.1589 0.3979 1.7552 2.7 -2.8 4.1 -0.95
C -0.4762 0.1070 0.4811 1.9 -3.6 -2.1 -0.40
N 0.4321 -0.4302 -0.5773 -1.0 1.3 1.7 -0.50
H 1.3086 0.2851 1.9276 -1.7 0.0 -1.4 0.28
H -0.1519 -0.1943 2.6803 -0.3 0.6 -1.1 0.26
H 0.0055 1.3916 1.9471 -0.5 2.6 1.1 0.28
H -0.6868 1.0036 0.1025 -1.1 3.7 -1.6 0.29
H -1.4337 -0.3870 0.4604 -0.5 -0.7 0.8 0.34
H 0.1269 0.1005 -1.4569 1.5 -2.6 -0.2 0.27
H 0.8929 -1.3251 -0.3125 -0.8 1.2 -1.6 0.14
```
Positions in Å, forces in eV/Å.

energy above the lowest of the compared OMol25 structures with the same formula, charge and spin = 46.7 kcal/mol
net charge = -1
HOMO-LUMO gap = 6.232 eV
multiplicity = 1

***

Computed, not measured: one molecule with the formula C10H18N2O, with ωB97M-V/def2-TZVPD.

The geometry in XYZ format:
```
31
Properties=species:S:1:pos:R:3:forces:R:3:mulliken_charge:R:1
C -2.1180 0.9333 1.4946 -1.0 -2.5 0.3 -1.64
C -0.5981 0.7206 1.1458 -4.8 1.5 -3.3 -0.44
C -0.1678 2.0291 0.5201 -1.1 -2.8 -5.4 -0.67
C 1.2008 1.6777 -0.0920 -0.7 0.3 -2.2 -1.40
C 1.2283 0.1488 -0.3361 -4.0 -2.0 -1.0 0.89
N 1.3639 -0.3199 -1.7296 1.2 0.7 1.3 -0.37
C 2.4033 -1.3810 -1.7106 0.2 0.5 0.3 -0.67
C 2.9437 -1.4246 -0.3146 -2.2 1.9 -0.5 -0.40
N 2.2134 -0.6169 0.4330 2.2 -0.7 0.0 0.71
O 2.3606 -0.4039 1.6703 -0.3 0.2 0.0 -0.73
C -0.3408 -0.3818 0.1152 -0.3 0.8 2.6 1.26
C -0.6287 -1.7710 0.8016 1.7 1.6 -2.4 -2.30
C -1.3873 -0.2873 -0.9663 0.8 -3.4 -0.5 -1.96
H -2.2679 1.3021 2.4633 0.4 1.3 1.6 0.45
H -2.7315 -0.0041 1.6973 1.0 0.4 -0.9 0.31
H -2.7797 1.5287 0.8585 0.7 0.0 -0.4 0.34
H -0.0861 0.5849 1.9917 2.1 -0.8 3.4 0.90
H -0.1788 2.7500 1.2100 0.2 3.2 2.4 0.65
H -0.9336 2.3029 -0.4098 1.9 -0.5 2.6 0.17
H 1.4145 2.2813 -1.0646 -0.2 -1.2 1.6 0.28
H 1.9234 1.9118 0.6190 1.6 0.4 1.1 0.34
H 1.5672 0.5218 -2.2165 0.8 0.3 -1.1 0.29
H 3.2351 -1.3778 -2.4085 -0.1 0.7 -0.5 0.36
H 1.8283 -2.2318 -1.9373 -0.3 -1.7 -0.2 0.29
H 3.8534 -1.8757 -0.0156 0.3 -0.5 0.7 0.54
H -0.1361 -2.4839 0.1808 -0.2 -1.2 -0.7 0.50
H -1.6699 -1.9255 0.9235 -0.8 -0.2 -0.1 0.54
H -0.1533 -1.8554 1.7007 1.3 0.0 2.7 0.49
H -0.8873 -0.6284 -1.8598 -0.3 -0.2 -0.6 0.46
H -1.7255 0.6421 -1.1275 -1.0 3.6 -0.7 0.51
H -2.3116 -0.9055 -0.8071 1.1 0.3 0.1 0.30
```
Positions in Å, forces in eV/Å.

energy above the lowest of the compared OMol25 structures with the same formula, charge and spin = 105.6 kcal/mol
HOMO-LUMO gap = 9.313 eV
SMILES = C[C@@H]1CC[C@]2(NCC=[N+]2[O-])C1(C)C
multiplicity = 1

***

Computed, not measured: C24H60F2LiNO20P4S2 as an isolated structure, with ωB97M-V/def2-TZVPD.

The geometry in XYZ format:
```
114
Properties=species:S:1:pos:R:3:forces:R:3:mulliken_charge:R:1
Li 0.1368 -19.9122 -10.7709 0.3 0.2 0.0 1.00
N 3.0687 -17.4130 -12.1574 1.4 2.9 2.8 -0.36
S 4.0718 -17.3014 -13.3416 2.7 0.1 -3.3 1.09
O 5.0644 -18.3227 -13.3653 0.4 -0.4 0.4 -0.59
O 4.5631 -15.9658 -13.7232 -1.7 -1.9 0.8 -0.56
F 3.1137 -17.8299 -14.4814 -0.8 0.5 -0.4 -0.26
S 3.8740 -16.2167 -11.1262 -2.9 2.2 3.2 1.05
O 3.1556 -14.9137 -11.0816 2.0 -2.8 -1.3 -0.56
O 5.2922 -16.3004 -10.8459 -1.7 -0.2 -1.3 -0.50
F 3.2590 -16.7814 -9.7161 0.1 -0.8 -0.7 -0.30
C 4.1756 -25.8789 -14.3839 0.3 -0.6 -1.2 -1.00
C 2.7146 -25.5692 -14.3959 -0.1 0.7 0.4 -0.35
O 2.0219 -26.4872 -13.5268 -0.6 0.3 1.1 -0.26
P 1.6387 -26.0988 -12.0166 0.8 1.3 1.2 0.89
O 1.3902 -24.6208 -11.7431 0.6 -3.0 -0.7 -0.73
O 0.4264 -27.0575 -11.6398 0.8 0.1 -0.1 -0.28
C -0.9023 -26.8975 -12.1354 -0.7 0.0 0.1 -0.34
C -1.0130 -27.2844 -13.5895 -0.5 -0.3 -0.7 -0.81
O 2.8646 -26.8042 -11.1315 -2.5 0.4 -1.8 -0.27
C 2.6800 -27.0556 -9.7426 1.6 0.7 1.8 -0.27
C 3.8846 -26.3554 -9.0767 -0.2 0.1 -0.4 -1.13
H 4.5751 -26.0657 -13.3871 0.0 0.6 0.0 0.25
H 4.3937 -26.7816 -14.9545 -0.2 -0.3 0.0 0.29
H 4.6501 -25.0977 -14.9778 0.5 0.2 0.6 0.36
H 2.5521 -24.5395 -14.0776 -0.1 0.0 0.4 0.34
H 2.2554 -25.5915 -15.3842 0.0 -0.6 0.0 0.32
H -1.5339 -27.4993 -11.4819 0.2 -0.4 -0.2 0.32
H -1.2887 -25.8963 -11.9447 0.5 0.4 -0.2 0.29
H -1.0676 -28.3548 -13.7879 0.4 -0.2 0.5 0.27
H -1.9614 -26.9529 -14.0123 0.0 0.5 0.1 0.36
H -0.1986 -26.8859 -14.1944 -0.2 0.1 0.1 0.15
H 1.7616 -26.7120 -9.2665 -0.3 0.5 -0.7 0.36
H 2.7306 -28.0964 -9.4225 0.0 -0.4 -1.0 0.31
H 3.7158 -26.2215 -8.0082 0.2 0.1 0.0 0.35
H 4.8223 -26.8790 -9.2625 -0.1 -0.4 0.2 0.30
H 4.0527 -25.4098 -9.5920 -0.3 0.3 0.4 0.31
C -9.0198 -21.1608 -14.9765 0.1 0.2 2.4 -0.96
C -8.0054 -22.0473 -14.1229 0.0 0.3 -2.8 -0.30
O -7.1252 -21.3645 -13.1698 -0.2 0.3 -1.5 -0.30
P -6.0994 -20.2599 -13.7599 0.7 -0.1 -1.3 0.84
O -4.9786 -20.0015 -12.8637 0.3 -0.1 0.5 -0.75
O -5.5973 -20.7217 -15.2730 -1.0 0.2 1.3 -0.27
C -4.2816 -20.3849 -15.8280 0.7 -0.4 1.3 -0.27
C -3.8866 -21.3468 -16.9450 -1.4 0.4 -0.2 -1.10
O -6.9976 -18.9786 -14.0555 1.2 -1.8 -1.5 -0.22
C -7.3769 -18.0676 -13.0800 -1.4 0.2 1.7 -0.31
C -7.8936 -18.7191 -11.7620 -0.2 0.7 -0.9 -0.99
H -9.6761 -20.7214 -14.2254 0.0 0.6 0.0 0.26
H -8.5274 -20.3604 -15.5289 0.0 -0.3 0.0 0.26
H -9.7616 -21.6886 -15.5759 0.7 -0.6 -0.3 0.40
H -8.5318 -22.9011 -13.6964 0.3 0.4 0.6 0.41
H -7.3332 -22.4114 -14.8999 0.1 -0.6 0.2 0.26
H -4.2525 -19.3249 -16.0804 -0.3 -0.1 -0.4 0.34
H -3.5234 -20.5128 -15.0554 -0.3 0.1 0.4 0.28
H -4.3096 -22.3330 -16.7537 0.0 0.0 0.2 0.31
H -4.3786 -20.9781 -17.8450 0.4 -0.3 -0.4 0.28
H -2.8097 -21.4713 -17.0585 -0.1 0.4 0.0 0.35
H -6.5912 -17.3480 -12.8497 0.1 -0.1 -0.2 0.25
H -8.2144 -17.5947 -13.5929 0.0 0.6 0.5 0.31
H -8.2159 -17.8988 -11.1206 0.2 0.0 0.2 0.39
H -8.7976 -19.2916 -11.9695 0.1 -0.2 0.0 0.22
H -7.1531 -19.3390 -11.2565 0.0 0.1 -0.1 0.31
C 1.0781 -7.3428 -17.2446 0.8 0.5 0.9 -1.30
C 0.0665 -8.4372 -17.3914 -0.5 -0.3 -2.6 -0.24
O -0.8256 -8.5168 -16.2955 -0.1 -0.6 1.0 -0.05
P -2.2522 -9.2273 -16.3954 -2.1 -0.8 0.0 0.75
O -3.2937 -8.5917 -17.2680 2.2 -1.1 1.0 -0.74
O -1.9370 -10.8072 -16.7870 -2.9 3.7 -1.3 -0.33
C -0.9934 -11.6164 -16.2417 1.0 -0.8 3.8 -0.07
C -1.5002 -12.0209 -14.7665 0.6 -0.6 -1.3 -1.02
O -2.7766 -9.2803 -14.8388 1.1 0.2 -1.1 -0.27
C -3.0289 -8.0342 -14.1340 0.4 0.4 0.2 -0.31
C -1.7740 -7.1769 -13.9154 0.0 -0.6 -0.4 -0.96
H 1.7777 -7.1496 -18.0579 -0.5 -0.5 -0.6 0.39
H 0.6712 -6.3628 -16.9954 -0.3 -0.2 0.2 0.31
H 1.7737 -7.6477 -16.4628 -0.1 0.2 0.5 0.30
H -0.5705 -8.3755 -18.2737 0.0 0.9 -0.3 0.38
H 0.5766 -9.3616 -17.6624 0.2 -0.5 1.0 0.29
H -0.8892 -12.5300 -16.8269 0.1 0.3 -0.2 0.32
H -0.0835 -11.0194 -16.1788 0.6 -0.6 0.0 0.12
H -2.5451 -12.2838 -14.9314 -0.2 0.4 0.4 0.28
H -1.0530 -12.9360 -14.3785 0.4 -0.1 -0.3 0.42
H -1.3561 -11.2749 -13.9850 -0.2 0.2 -0.4 0.21
H -3.7616 -7.4448 -14.6854 -0.1 -0.2 -0.1 0.29
H -3.4579 -8.2502 -13.1555 -0.1 -0.7 -0.2 0.35
H -0.8663 -7.7638 -13.7747 -0.2 -0.3 -0.1 0.23
H -1.6361 -6.6047 -14.8328 0.3 0.5 0.5 0.26
H -1.8636 -6.6029 -12.9931 -0.3 0.4 -0.4 0.38
C -3.6082 -16.5404 -5.3636 0.6 0.7 0.1 -1.15
C -2.5606 -17.5498 -5.8107 -0.7 0.4 0.7 -0.15
O -2.3254 -18.4147 -4.6075 0.6 -0.9 -1.7 -0.26
P -1.8313 -19.9176 -4.8810 1.6 -0.4 0.6 0.85
O -1.3562 -20.2606 -6.2377 -0.3 0.4 0.0 -0.68
O -3.0278 -20.7829 -4.3710 -1.8 -0.7 0.7 -0.26
C -3.0810 -22.2341 -4.4297 1.1 -0.5 -1.1 -0.15
C -4.0581 -22.7122 -5.4832 0.4 0.7 -0.6 -1.20
O -0.7092 -20.2388 -3.7581 -1.7 1.3 -0.7 -0.35
C 0.3238 -21.2198 -3.9561 -0.4 0.9 -0.4 -0.33
C 0.2354 -22.1520 -2.8104 0.3 -1.1 0.2 -0.93
H -3.4740 -15.6476 -5.9743 -0.4 0.0 -0.4 0.38
H -4.6623 -16.8147 -5.3235 0.3 -0.4 -0.2 0.30
H -3.3090 -16.1648 -4.3850 -0.1 -0.3 0.2 0.30
H -2.8110 -18.0779 -6.7308 -0.4 -0.7 0.5 0.30
H -1.6878 -16.9750 -6.1205 0.5 -0.3 0.8 0.30
H -2.1148 -22.5852 -4.7920 0.3 0.1 0.1 0.18
H -3.2188 -22.7450 -3.4768 -0.3 0.9 0.4 0.39
H -3.8534 -22.0816 -6.3484 -0.7 0.7 0.1 0.31
H -3.7497 -23.6349 -5.9747 -0.2 -0.7 0.9 0.36
H -5.0936 -22.6947 -5.1434 0.1 -0.1 -0.4 0.31
H 0.1398 -21.7551 -4.8876 0.4 0.3 -0.2 0.34
H 1.1844 -20.5509 -3.9532 0.6 -0.9 -0.3 0.34
H 0.8335 -23.0504 -2.9628 0.8 0.3 0.1 0.37
H 0.5050 -21.6273 -1.8939 -0.4 -0.4 0.2 0.30
H -0.7395 -22.6394 -2.8234 -0.4 0.6 0.5 0.16
```
Positions in Å, forces in eV/Å.

HOMO-LUMO gap = 6.095 eV
multiplicity = 1

***

Computed, not measured: C20H18Co2NO7 as an isolated structure, with ωB97M-V/def2-TZVPD.

The geometry in XYZ format:
```
48
Properties=species:S:1:pos:R:3:forces:R:3:mulliken_charge:R:1
C 0.2688 0.9938 2.6369 -0.1 0.3 0.1 -1.46
N -0.4484 -0.2196 2.3537 -0.2 0.2 1.0 0.67
C -1.8982 -0.0036 2.4036 0.3 -0.6 -0.6 -0.51
C -2.5907 -0.8854 3.4321 0.0 0.0 0.0 -0.56
O -2.0564 -2.2084 3.4350 0.2 0.3 0.5 -0.40
C -0.6858 -2.2318 3.8321 0.0 0.2 -0.1 -0.75
C 0.1594 -1.4513 2.8307 -0.6 -0.2 -0.5 -0.36
H 1.3518 0.8399 2.6100 -0.3 0.1 0.0 0.38
H 0.0065 1.7234 1.8599 0.3 0.0 0.2 0.43
H -0.0252 1.4106 3.6184 0.2 0.1 0.0 0.37
H -2.0762 1.0558 2.6424 -0.1 -0.3 -0.1 0.44
H -2.3270 -0.2005 1.4062 0.0 0.1 0.2 -0.01
H -2.4926 -0.4074 4.4305 -0.1 -0.4 -0.2 0.30
H -3.6502 -1.0168 3.1682 0.3 0.2 0.3 0.34
H -0.5221 -1.8181 4.8487 -0.5 -0.2 -0.2 0.32
H -0.4066 -3.2963 3.7942 0.0 0.4 0.3 0.35
H 0.2871 -2.1337 1.9731 0.1 0.1 0.1 0.19
H 1.1539 -1.2142 3.2396 -0.3 -0.2 -0.1 0.39
O -0.2861 -1.6925 -5.6578 -0.5 0.6 0.9 -0.47
C -0.3264 -1.3438 -4.5455 0.5 -1.2 -0.9 0.12
Co 0.4634 -1.1126 -2.9040 1.1 1.6 -3.2 0.08
C 1.8111 -2.2473 -3.1169 0.3 -1.6 -0.2 0.07
O 2.6620 -2.9888 -3.3767 -0.9 1.2 0.4 -0.43
C 1.3577 0.3599 -3.3833 1.5 1.5 -0.9 0.23
O 1.9505 1.2599 -3.8051 -1.1 -1.5 0.8 -0.37
C -0.9138 -1.3258 -1.7190 -1.7 -2.9 1.6 -0.98
C 0.2094 -0.8434 -1.1264 -0.6 1.2 1.0 0.21
C 0.9400 -0.4871 -0.0399 1.3 0.2 -0.6 -0.10
C 1.7011 0.7492 -0.0906 0.8 -0.9 -0.6 0.53
C 2.9703 0.8696 0.5263 -0.4 0.5 -0.1 -0.49
C 3.5957 2.1099 0.5752 -0.2 -0.1 -0.1 -0.43
C 2.9931 3.2245 -0.0280 0.1 0.1 0.1 -0.62
C 1.7693 3.0967 -0.6930 0.2 -0.3 -0.1 -0.62
C 1.1530 1.8555 -0.7775 0.0 0.1 0.6 -0.36
Co -1.9528 -0.4656 -3.2098 -0.6 0.9 0.8 0.13
C -3.1380 -0.9128 -4.4275 -0.2 -1.1 -1.3 0.25
O -3.9130 -1.1554 -5.2487 0.4 0.4 0.7 -0.43
C -1.4676 1.2064 -3.5075 0.5 1.6 -0.4 0.04
O -1.2228 2.3085 -3.7404 -0.3 -0.8 0.2 -0.38
C -3.1670 -0.1375 -1.9877 -0.2 -0.2 1.2 0.35
O -3.9496 0.1071 -1.1731 0.6 -0.1 -1.0 -0.39
H -1.4908 -2.1523 -1.2766 0.3 -0.1 -0.5 0.62
H 1.2302 -1.2629 0.6693 -0.7 0.6 0.3 0.49
H 3.4331 -0.0295 0.9421 -0.1 0.3 0.0 0.36
H 4.5553 2.2067 1.0850 -0.2 0.1 -0.2 0.37
H 3.5003 4.1872 -0.0134 -0.1 -0.1 0.1 0.34
H 1.2804 3.9570 -1.1527 0.3 -0.1 0.0 0.40
H 0.2041 1.7231 -1.3123 0.4 0.2 0.4 0.36
```
Positions in Å, forces in eV/Å.

energy above the lowest of the compared OMol25 structures with the same formula, charge and spin = 2.1 kcal/mol
net charge = -1
HOMO-LUMO gap = 5.757 eV
multiplicity = 1

***

Computed, not measured: one molecule with the formula C3H7BrN2, with ωB97M-V/def2-TZVPD.

The geometry in XYZ format:
```
13
Properties=species:S:1:pos:R:3:forces:R:3:mulliken_charge:R:1
H -1.5512 2.6647 -0.3202 -1.1 1.1 -0.3 0.27
N -0.6808 2.2631 -0.0503 0.5 -3.6 0.1 -0.53
N -0.9390 1.0239 -0.1463 1.4 1.3 0.9 -0.08
C 0.2673 0.0952 0.1515 -3.6 0.6 -0.1 0.15
C -0.0539 -0.8451 1.3439 3.2 1.5 -0.5 -1.09
C 0.3998 -0.6527 -1.1004 1.6 -2.1 0.1 -0.84
Br 0.9344 0.3030 -2.6358 0.4 0.8 -0.8 -0.14
H 1.0639 0.7056 0.3571 2.2 1.5 0.5 0.54
H 0.9370 -1.4683 1.4600 -2.2 0.9 0.1 0.29
H -0.1411 -0.0992 2.1705 -0.4 -1.3 -0.1 0.32
H -0.9029 -1.4248 1.0707 -0.7 -0.6 0.5 0.35
H 1.1791 -1.4322 -0.9378 -0.6 0.4 -0.3 0.35
H -0.5124 -1.1331 -1.3629 -0.8 -0.4 -0.1 0.41
```
Positions in Å, forces in eV/Å.

energy above the lowest of the compared OMol25 structures with the same formula, charge and spin = 0.0 kcal/mol
HOMO-LUMO gap = 10.185 eV
SMILES = [H]/N=N/[C@@H](C)CBr
multiplicity = 1

***

> Look up the multiplicity of the first one.

1

***

> Number 4 is which compound?

C24H60F2LiNO20P4S2

***

> Which formula does entry 3 have?

C10H18N2O